1.
{
  "formula": "C12H16O2",
  "method": "ωB97M-V/def2-TZVPD",
  "charge": 0,
  "homo_lumo_gap_ev": 9.78,
  "fmax_ev_per_a": 2.37,
  "e_homo_ev": -8.770,
  "smiles": "C=CCOc1ccccc1OCCC",
  "total_energy_ha": -617.25184,
  "elements": ["C", "C", "C", "O", "C", "C", "C", "C", "C", "C", "O", "C", "C", "C", "H", "H", "H", "H", "H", "H", "H", "H", "H", "H", "H", "H", "H", "H", "H", "H"],
  "positions_angstrom": [[2.732, 3.090, -0.291], [1.941, 2.127, 0.183], [0.639, 1.735, -0.415], [-0.189, 1.316, 0.724], [-1.382, 0.747, 0.305], [-2.571, 1.462, 0.480], [-3.829, 0.965, 0.199], [-3.883, -0.318, -0.349], [-2.699, -0.971, -0.600], [-1.447, -0.537, -0.191], [-0.347, -1.297, -0.342], [0.395, -1.691, 0.832], [1.506, -2.662, 0.465], [2.574, -2.030, -0.481], [2.578, 3.749, -1.240], [3.752, 3.204, 0.103], [2.185, 1.551, 1.132], [0.754, 0.785, -0.993], [0.072, 2.513, -0.989], [-2.536, 2.522, 0.829], [-4.691, 1.580, 0.223], [-4.781, -0.844, -0.649], [-2.746, -1.930, -0.997], [-0.318, -2.140, 1.495], [0.832, -0.825, 1.364], [2.032, -3.041, 1.357], [1.049, -3.592, 0.022], [2.081, -1.885, -1.460], [3.467, -2.648, -0.614], [2.829, -0.937, -0.104]]
}



2.
{
  "formula": "C12H16OP",
  "method": "ωB97M-V/def2-TZVPD",
  "charge": 1,
  "homo_lumo_gap_ev": [8.23, 5.09],
  "fmax_ev_per_a": 5.94,
  "e_homo_ev": [-11.334, -12.051],
  "multiplicity": 3,
  "total_energy_ha": -883.00164,
  "elements": ["C", "C", "C", "C", "C", "C", "C", "C", "C", "C", "C", "C", "O", "P", "H", "H", "H", "H", "H", "H", "H", "H", "H", "H", "H", "H", "H", "H", "H", "H"],
  "positions_angstrom": [[1.745, 4.745, -1.425], [2.469, 3.774, -2.079], [0.713, 4.535, -0.525], [2.021, 2.449, -1.855], [0.329, 3.244, -0.302], [1.028, 2.328, -1.054], [-1.146, -0.444, 1.195], [-1.839, -1.528, 1.473], [-1.754, -2.704, 0.640], [-0.614, -2.570, -0.367], [-2.875, -1.519, 2.620], [2.600, -1.440, 0.068], [1.415, -0.976, 0.663], [0.044, -0.817, -0.125], [2.116, 5.780, -1.621], [3.230, 3.960, -2.735], [0.276, 5.310, 0.094], [2.681, 1.666, -2.342], [-0.418, 2.884, 0.489], [-0.950, 0.399, 1.787], [-1.688, -3.541, 1.263], [-2.569, -2.796, -0.039], [0.155, -3.295, -0.265], [-0.904, -2.898, -1.339], [-2.869, -2.469, 3.166], [-3.913, -1.325, 2.266], [-2.480, -0.647, 3.226], [2.246, -1.989, -0.851], [3.076, -2.219, 0.682], [3.376, -0.547, -0.019]]
}



3.
{
  "formula": "C12H17BCoN6O2",
  "method": "ωB97M-V/def2-TZVPD",
  "charge": 0,
  "homo_lumo_gap_ev": [9.71, 9.14],
  "fmax_ev_per_a": 3.97,
  "e_homo_ev": [-9.071, -9.065],
  "multiplicity": 4,
  "total_energy_ha": -2354.20787,
  "elements": ["H", "N", "B", "N", "C", "Co", "H", "C", "H", "C", "H", "C", "H", "H", "H", "N", "N", "N", "N", "C", "C", "H", "H", "C", "C", "C", "C", "H", "H", "H", "H", "H", "C", "C", "O", "O", "H", "H", "H"],
  "positions_angstrom": [[2.455, -0.279, 2.817], [0.520, -0.319, 1.889], [-2.031, -0.544, 1.550], [-0.741, -0.610, 2.396], [-0.642, -0.913, 3.694], [0.666, 0.318, 0.111], [-1.541, -1.142, 4.257], [0.684, -0.834, 4.073], [1.080, -1.024, 5.059], [1.395, -0.460, 2.926], [-3.004, -0.619, 2.235], [2.256, -0.246, -3.568], [3.173, -0.067, -4.117], [1.669, 0.659, -3.525], [1.720, -1.023, -4.096], [-1.948, -1.713, 0.565], [-2.044, 0.758, 0.719], [-0.873, -1.835, -0.320], [-0.922, 1.242, 0.053], [-2.826, -2.729, 0.435], [-3.060, 1.609, 0.549], [-3.714, -2.774, 1.045], [-4.020, 1.376, 0.997], [-2.347, -3.573, -0.563], [-2.627, 2.678, -0.210], [-1.134, -2.970, -1.003], [-1.283, 2.432, -0.500], [-2.784, -4.479, -0.902], [-3.222, 3.524, -0.510], [-0.513, -3.373, -1.778], [-0.573, 3.028, -1.049], [2.470, -0.542, -2.543], [4.002, 2.223, -1.727], [2.594, 1.880, -1.265], [1.628, 2.554, -1.680], [2.433, 0.831, -0.475], [3.981, 3.081, -2.409], [4.482, 1.390, -2.253], [4.639, 2.488, -0.877]]
}



4.
{
  "formula": "C12H17Br6NO2",
  "method": "ωB97M-V/def2-TZVPD",
  "charge": 0,
  "homo_lumo_gap_ev": 9.37,
  "fmax_ev_per_a": 4.14,
  "e_homo_ev": -9.953,
  "smiles": "O=[N+]([O-])c1ccccc1.BrCCBr.BrCCBr.BrCCBr",
  "total_energy_ha": -16116.62721,
  "elements": ["O", "N", "O", "C", "C", "C", "C", "C", "C", "H", "H", "H", "H", "H", "Br", "C", "C", "Br", "H", "H", "H", "H", "Br", "C", "C", "Br", "H", "H", "H", "H", "Br", "C", "C", "Br", "H", "H", "H", "H"],
  "positions_angstrom": [[-0.747, -6.986, 0.854], [0.040, -6.330, 0.193], [0.851, -6.894, -0.516], [-0.073, -4.924, 0.143], [-0.653, -4.226, 1.217], [-0.651, -2.837, 1.275], [-0.205, -2.154, 0.158], [0.375, -2.827, -0.934], [0.629, -4.183, -0.891], [-1.134, -4.797, 1.998], [-0.935, -2.221, 2.115], [-0.203, -1.084, 0.008], [1.053, -2.310, -1.597], [1.290, -4.715, -1.560], [2.658, 3.535, 3.870], [0.973, 2.348, 3.956], [0.195, 2.457, 2.740], [-1.041, 0.953, 2.474], [0.490, 2.501, 4.921], [1.429, 1.359, 4.008], [0.752, 2.630, 1.819], [-0.374, 3.329, 3.060], [-2.445, 1.969, -0.819], [-2.070, 3.510, -2.010], [-2.711, 3.263, -3.441], [-1.529, 1.898, -4.320], [-1.015, 3.691, -2.215], [-2.392, 4.416, -1.497], [-2.637, 4.070, -4.170], [-3.749, 2.969, -3.595], [1.798, 3.792, -0.608], [1.214, 1.948, -1.173], [2.175, 0.781, -0.911], [2.261, 0.273, 0.996], [1.034, 1.992, -2.247], [0.309, 1.739, -0.603], [3.179, 1.120, -1.167], [1.859, -0.057, -1.532]]
}



5.
{
  "formula": "C12H17Cl2O2PReS3Te",
  "method": "ωB97M-V/def2-TZVPD",
  "charge": 0,
  "homo_lumo_gap_ev": [6.03, 6.37],
  "fmax_ev_per_a": 1.34,
  "e_homo_ev": [-7.760, -8.066],
  "multiplicity": 2,
  "total_energy_ha": -3420.58474,
  "elements": ["Re", "Cl", "C", "C", "C", "C", "C", "Cl", "C", "S", "H", "H", "H", "C", "C", "C", "O", "P", "S", "S", "O", "C", "C", "C", "H", "H", "H", "H", "H", "H", "H", "H", "H", "H", "H", "H", "H", "H", "Te"],
  "positions_angstrom": [[0.162, -1.843, -0.759], [0.142, -4.094, -1.627], [0.660, -3.971, -3.341], [0.978, -5.144, -3.988], [1.399, -5.041, -5.305], [1.480, -3.794, -5.910], [1.134, -2.651, -5.208], [1.253, -1.124, -6.019], [0.707, -2.702, -3.879], [0.261, -1.228, -2.972], [0.903, -6.095, -3.485], [1.670, -5.929, -5.858], [1.817, -3.696, -6.931], [1.567, 1.130, 3.269], [1.818, 2.416, 2.506], [1.472, 3.644, 3.317], [1.094, 2.548, 1.243], [0.112, 1.620, 0.425], [-0.508, 2.394, -1.189], [1.349, -0.052, 0.096], [-1.012, 1.161, 1.450], [-2.279, 1.895, 1.554], [-2.358, 2.483, 2.942], [-3.405, 0.942, 1.237], [1.992, 1.251, 4.266], [2.027, 0.266, 2.802], [0.502, 0.932, 3.378], [2.867, 2.472, 2.201], [0.423, 3.630, 3.608], [1.664, 4.554, 2.752], [2.073, 3.668, 4.227], [-2.262, 2.687, 0.801], [-2.200, 1.711, 3.696], [-3.346, 2.916, 3.100], [-1.620, 3.270, 3.084], [-3.532, 0.189, 2.014], [-3.227, 0.440, 0.288], [-4.337, 1.504, 1.156], [-1.439, -2.363, 1.061]]
}



6.
{
  "formula": "C12H17Cl5O4Zr",
  "method": "ωB97M-V/def2-TZVPD",
  "charge": -2,
  "homo_lumo_gap_ev": 2.36,
  "fmax_ev_per_a": 3.88,
  "e_homo_ev": 1.514,
  "total_energy_ha": -3116.56691,
  "elements": ["C", "C", "C", "C", "C", "C", "C", "C", "C", "C", "Zr", "Cl", "Cl", "O", "H", "H", "H", "H", "H", "H", "H", "H", "H", "H", "H", "H", "H", "H", "H", "H", "O", "H", "Cl", "C", "Cl", "Cl", "C", "O", "O"],
  "positions_angstrom": [[0.321, -1.109, -2.345], [1.174, 0.024, -2.523], [0.350, 1.191, -2.544], [2.626, 0.060, -2.526], [-1.006, 0.761, -2.430], [-1.015, -0.647, -2.283], [-2.224, -1.491, -2.145], [0.753, -2.519, -2.299], [0.820, 2.575, -2.600], [-2.195, 1.624, -2.471], [0.089, -0.256, 1.597], [2.885, 1.418, -0.079], [1.990, -1.443, 0.798], [-1.019, 0.853, 0.398], [3.058, -0.935, -2.425], [2.948, 0.686, -1.524], [3.016, 0.561, -3.427], [1.720, 2.691, -1.984], [0.059, 3.259, -2.208], [1.057, 2.872, -3.630], [-2.004, 2.604, -2.004], [-3.051, 1.145, -1.962], [-2.493, 1.813, -3.515], [-3.014, -0.958, -1.603], [-2.015, -2.432, -1.616], [-2.617, -1.747, -3.134], [1.703, -2.632, -1.765], [0.873, -2.923, -3.312], [0.018, -3.145, -1.774], [-1.288, 1.790, 0.454], [-0.993, -1.877, 1.758], [-1.413, -2.750, 1.710], [1.807, 3.757, 4.070], [1.144, 2.236, 4.683], [2.325, 1.314, 5.642], [-0.326, 2.528, 5.633], [0.769, 1.326, 3.500], [1.048, 1.665, 2.304], [0.177, 0.195, 3.749]]
}



7.
{
  "formula": "C12H17ClF9IO9PS",
  "method": "ωB97M-V/def2-TZVPD",
  "charge": 1,
  "homo_lumo_gap_ev": 6.68,
  "fmax_ev_per_a": 0.33,
  "e_homo_ev": -12.657,
  "total_energy_ha": -3540.71062,
  "elements": ["O", "P", "O", "O", "S", "Cl", "I", "H", "H", "C", "C", "O", "C", "O", "C", "F", "F", "F", "H", "H", "H", "H", "H", "C", "C", "O", "C", "O", "C", "F", "F", "F", "H", "H", "H", "H", "H", "C", "C", "O", "C", "O", "C", "F", "F", "F", "H", "H", "H", "H", "H"],
  "positions_angstrom": [[3.910, 1.994, 6.039], [3.797, 2.774, 4.828], [3.575, 2.115, 3.431], [4.811, 3.921, 4.562], [1.961, 4.002, 5.181], [1.457, 4.521, 3.327], [0.419, 2.352, 5.850], [3.119, 1.258, 3.437], [4.772, 4.397, 3.717], [0.195, 5.192, -3.962], [0.743, 3.856, -3.525], [1.023, 3.838, -2.091], [-0.019, 3.697, -1.302], [-1.168, 3.549, -1.589], [0.454, 3.665, 0.172], [1.287, 4.684, 0.472], [1.116, 2.525, 0.429], [-0.581, 3.733, 1.007], [0.885, 5.995, -3.702], [0.065, 5.186, -5.044], [-0.772, 5.394, -3.504], [1.708, 3.646, -3.977], [0.060, 3.038, -3.748], [-2.388, 0.605, -0.268], [-1.765, -0.552, -1.016], [-2.665, -1.672, -1.128], [-3.615, -1.563, -2.044], [-3.804, -0.649, -2.790], [-4.474, -2.851, -2.054], [-4.862, -3.180, -0.817], [-3.761, -3.868, -2.550], [-5.553, -2.684, -2.803], [-2.721, 0.279, 0.719], [-1.645, 1.392, -0.148], [-3.239, 1.023, -0.802], [-0.907, -0.941, -0.474], [-1.435, -0.260, -2.013], [0.806, -7.058, 0.148], [-0.032, -6.169, 1.036], [0.640, -4.907, 1.312], [0.604, -4.011, 0.345], [0.072, -4.093, -0.721], [1.355, -2.737, 0.802], [2.551, -3.026, 1.318], [0.644, -2.093, 1.748], [1.528, -1.897, -0.213], [1.783, -7.238, 0.597], [0.301, -8.015, 0.023], [0.946, -6.614, -0.836], [-0.176, -6.606, 2.021], [-1.005, -5.950, 0.598]]
}



8.
{
  "formula": "C12H17N",
  "method": "ωB97M-V/def2-TZVPD",
  "charge": -1,
  "homo_lumo_gap_ev": [2.44, 6.20],
  "fmax_ev_per_a": 2.69,
  "e_homo_ev": [0.774, -3.071],
  "multiplicity": 2,
  "total_energy_ha": -522.14542,
  "elements": ["C", "C", "C", "C", "C", "C", "C", "C", "C", "C", "N", "H", "H", "H", "H", "H", "H", "H", "H", "H", "H", "H", "C", "C", "H", "H", "H", "H", "H", "H"],
  "positions_angstrom": [[0.921, -0.341, 0.711], [0.744, -1.541, 1.625], [0.235, 0.930, 1.083], [0.851, 2.132, 1.412], [-1.190, 1.147, 0.986], [-1.375, 2.528, 1.240], [-2.275, 0.238, 0.854], [-2.672, 3.050, 1.144], [-3.548, 0.759, 0.901], [-3.751, 2.165, 1.010], [-0.196, 3.055, 1.727], [1.999, -0.117, 0.770], [0.766, -0.559, -0.357], [-0.298, -1.848, 1.741], [1.903, 2.352, 1.349], [0.012, 4.042, 1.635], [-2.030, -0.808, 0.723], [-2.820, 4.125, 1.219], [-4.399, 0.088, 0.887], [-4.802, 2.398, 1.143], [1.140, -1.364, 2.624], [1.224, -2.429, 1.191], [2.765, -2.149, -3.833], [2.224, -2.818, -2.577], [2.488, -2.769, -4.685], [2.161, -1.257, -4.050], [3.790, -1.815, -3.726], [2.477, -3.889, -2.508], [1.135, -2.804, -2.661], [2.522, -2.503, -1.580]]
}